Record 1
Molecular formula: C5H10N2
Method: DFT, wB97M-V/def2-TZVPD

Geometry as XYZ:
```
17
C5H10N2 | the OMol25 dataset | wB97M-V/def2-TZVPD
C -1.282 1.390 -0.010
C -1.040 -0.099 -0.015
C -2.240 -0.998 0.003
C 2.338 -0.191 0.746
C 2.358 -0.204 -0.729
H -0.821 1.866 -0.881
H -2.349 1.623 0.028
H -0.808 1.873 0.860
H -2.884 -0.840 -0.878
H -2.832 -0.805 0.905
H -1.922 -2.052 0.007
H 2.879 0.565 1.300
H 2.197 -1.156 1.226
H 2.889 0.537 -1.312
H 2.218 -1.176 -1.210
N 0.122 -0.644 -0.017
N 1.176 0.311 -0.024
```

The HOMO-LUMO gap is 9.8 eV. Its energy is -8325.2665 eV. The relative energy (zero: lowest compared OMol25 entry of this formula, charge and spin) is 199.41 kJ/mol. Its HOMO energy is -8.67 eV. Its structure (SMILES) is CC(C)=NN1CC1.

Mulliken atomic charge list, values in e, 4 entries: -1.089 0.829 -1.082 -0.450

Record 2
Molecular formula: C5H10N2
Method: DFT, wB97M-V/def2-TZVPD

Geometry as XYZ:
```
17
C5H10N2 | the OMol25 dataset | wB97M-V/def2-TZVPD
C -1.475 -0.206 0.381
C -0.147 0.633 0.579
C 1.064 1.174 -0.147
C 1.198 -1.208 0.033
C -0.224 -0.706 -0.185
H -3.224 0.619 -0.032
H -2.379 0.339 -1.298
H -1.774 -0.471 1.420
H 0.065 0.238 1.599
H 1.597 1.935 0.440
H 0.700 1.610 -1.041
H 2.886 0.125 -0.042
H 1.297 -1.601 1.060
H 1.518 -1.970 -0.665
H -0.418 -0.431 -1.279
N -2.621 -0.074 -0.439
N 1.937 -0.004 -0.383
```

The HOMO-LUMO gap is 9.6 eV. Its energy is -8323.6080 eV. The relative energy (zero: lowest compared OMol25 entry of this formula, charge and spin) is 359.43 kJ/mol. Its HOMO energy is -8.52 eV. Its structure (SMILES) is NC1[C@@H]2CNC[C@@H]12.

Mulliken atomic charge list, values in e, 4 entries: 0.123 -0.161 -0.636 -0.696

Record 3
Molecular formula: C5H10N2
Method: DFT, wB97M-V/def2-TZVPD

Geometry as XYZ:
```
17
C5H10N2 | the OMol25 dataset | wB97M-V/def2-TZVPD
C 1.665 -0.386 0.934
C 0.745 -1.378 0.258
N -0.668 -1.504 0.634
C -0.330 -1.047 -0.709
C -0.707 0.332 -1.229
C -1.639 1.925 0.477
N -0.664 1.415 -0.243
H 2.140 -0.858 1.801
H 1.135 0.496 1.303
H 2.466 -0.060 0.258
H 1.217 -2.350 0.106
H -0.932 -0.704 1.211
H -0.534 -1.800 -1.472
H -0.061 0.595 -2.076
H -2.556 1.376 0.155
H -1.738 0.292 -1.596
H 0.261 1.805 -0.094
```

The HOMO-LUMO gap is 9.4 eV. Its energy is -8324.0403 eV. The relative energy (zero: lowest compared OMol25 entry of this formula, charge and spin) is 317.72 kJ/mol. Its HOMO energy is -8.52 eV.

Mulliken atomic charge list, values in e, 4 entries: -1.268 0.152 -0.684 0.076

Record 4
Molecular formula: C5H10N2
Method: DFT, wB97M-V/def2-TZVPD

Geometry as XYZ:
```
17
C5H10N2 | the OMol25 dataset | wB97M-V/def2-TZVPD
C -0.692 -1.764 0.234
C 0.600 -1.019 0.623
C 0.465 0.384 0.039
C -0.293 1.267 0.743
N -0.682 2.614 0.246
C 0.101 3.376 -0.533
N -0.359 -2.515 -0.956
H -1.066 -2.488 0.881
H -1.511 -1.061 0.126
H 1.442 -1.532 0.035
H 0.677 -0.909 1.680
H 1.250 0.766 -0.715
H -0.812 0.852 1.630
H 0.366 4.436 -0.147
H 0.305 2.881 -1.484
H 0.222 -3.373 -0.743
H -0.014 -1.916 -1.659
```

The HOMO-LUMO gap is 7.9 eV. Its energy is -8322.8762 eV. The relative energy (zero: lowest compared OMol25 entry of this formula, charge and spin) is 430.03 kJ/mol. Its HOMO energy is -8.05 eV. Its structure (SMILES) is C=N/C=C/CCN.

Mulliken atomic charge list, values in e, 4 entries: -0.428 -0.826 -0.066 -0.170

Record 5
Molecular formula: C5H10N2
Method: DFT, wB97M-V/def2-TZVPD

Geometry as XYZ:
```
17
C5H10N2 | the OMol25 dataset | wB97M-V/def2-TZVPD
C -1.123 -0.417 -0.513
C -1.034 -1.908 -0.181
C 1.143 0.759 -0.395
C -0.128 0.385 0.285
N 1.741 1.902 0.060
C -0.342 0.692 1.559
N 1.737 0.097 -1.304
H 1.163 2.620 0.460
H 2.534 2.205 -0.482
H 1.291 -0.779 -1.551
H -0.948 -0.269 -1.581
H -2.132 -0.064 -0.284
H 0.385 1.217 2.155
H -1.250 0.399 2.062
H -1.753 -2.470 -0.773
H -1.246 -2.073 0.873
H -0.038 -2.295 -0.389
```

The HOMO-LUMO gap is 10.0 eV. Its energy is -8327.0166 eV. The relative energy (zero: lowest compared OMol25 entry of this formula, charge and spin) is 30.55 kJ/mol. Its HOMO energy is -9.11 eV. Its structure (SMILES) is [H]/N=C(/N)C(=C)CC.

Mulliken atomic charge list, values in e, 4 entries: -0.950 -0.983 0.604 0.629

Record 6
Molecular formula: C5H10N2
Method: DFT, wB97M-V/def2-TZVPD

Geometry as XYZ:
```
17
C5H10N2 | the OMol25 dataset | wB97M-V/def2-TZVPD
C 0.607 1.300 1.006
C 1.094 0.509 -0.232
C 0.028 -0.608 -0.515
C 0.295 -1.890 -0.129
C -1.704 -0.573 -1.946
N -1.050 0.066 -1.034
N -0.269 0.622 1.934
H 1.457 1.877 1.402
H -0.029 2.057 0.488
H 2.172 0.278 -0.120
H 0.993 1.222 -1.095
H 1.293 -2.072 0.232
H -0.392 -2.671 -0.439
H -2.183 -1.530 -1.747
H -2.042 0.082 -2.880
H -0.605 1.352 2.599
H 0.334 -0.020 2.475
```

The HOMO-LUMO gap (spin up / spin down) is 7.8 / 5.4 eV. The spin multiplicity is 2. Its expectation value of S² is 0.77. Its energy is -8315.5100 eV. The relative energy (zero: lowest compared OMol25 entry of this formula, charge and spin) is 210.19 kJ/mol. Its HOMO energy (spin up / spin down) is -13.61 / -13.52 eV. As for the total charge: +1.

Mulliken atomic charge list, values in e, 4 entries: -0.568 -0.793 0.832 -0.720

Record 7
Molecular formula: C5H10N2
Method: DFT, wB97M-V/def2-TZVPD

Geometry as XYZ:
```
17
C5H10N2 | the OMol25 dataset | wB97M-V/def2-TZVPD
C 0.436 1.621 -1.617
C 0.395 0.097 -1.164
C -0.234 -0.133 0.124
C 0.272 -1.060 0.999
N -0.390 -1.354 2.145
C -0.238 -2.445 2.788
N -0.643 2.474 -1.185
H 0.266 1.544 -2.695
H 1.400 2.100 -1.476
H -0.026 -0.493 -1.985
H 1.440 -0.235 -1.147
H -1.191 0.323 0.356
H 1.244 -1.525 0.851
H 0.214 -3.277 2.243
H -0.585 -2.609 3.797
H -1.415 2.672 -1.787
H -0.944 2.302 -0.246
```

The HOMO-LUMO gap (spin up / spin down) is 8.2 / 4.9 eV. The spin multiplicity is 2. Its expectation value of S² is 0.76. Its energy is -8317.1388 eV. The relative energy (zero: lowest compared OMol25 entry of this formula, charge and spin) is 53.03 kJ/mol. Its HOMO energy (spin up / spin down) is -13.23 / -12.84 eV. As for the total charge: +1.

Mulliken atomic charge list, values in e, 4 entries: -0.433 -0.455 -0.033 -0.388

Record 8
Molecular formula: C5H10N2
Method: DFT, wB97M-V/def2-TZVPD

Geometry as XYZ:
```
17
C5H10N2 | the OMol25 dataset | wB97M-V/def2-TZVPD
C -0.887 1.651 -0.635
C -0.531 1.450 0.786
C 0.117 -0.361 -1.310
C -0.101 -0.042 1.050
C 1.191 -1.926 0.259
N -0.591 0.758 -1.552
N 0.414 -0.876 -0.173
H -1.425 2.555 -0.800
H 0.065 2.336 1.193
H 0.384 -0.933 -2.326
H -1.033 -0.735 1.255
H 0.570 -0.132 2.026
H -1.446 1.586 1.386
H 1.927 -1.534 0.916
H 0.582 -2.527 0.889
H 1.881 -2.282 -0.576
H -1.115 1.014 -2.387
```

The HOMO-LUMO gap is 9.7 eV. Its energy is -8306.6463 eV. The relative energy (zero: lowest compared OMol25 entry of this formula, charge and spin) is 117.92 kJ/mol. Its HOMO energy is -20.78 eV. Its structure (SMILES) is C[N+]1=C[NH+]=CCC1. As for the total charge: +2.

Mulliken atomic charge list, values in e, 4 entries: -0.014 -0.524 0.057 -0.736

Record 9
Molecular formula: C5H10N2O
Method: DFT, wB97M-V/def2-TZVPD

Geometry as XYZ:
```
18
C5H10N2O | the OMol25 dataset | wB97M-V/def2-TZVPD
C -1.839 1.060 0.366
N -0.675 0.781 -2.266
C -0.001 0.531 -1.136
N -0.461 0.744 0.051
H -0.265 0.545 -3.152
H -1.631 1.121 -2.267
H 0.956 -0.241 -0.873
H -2.033 2.128 0.215
H -1.996 0.798 1.413
H -2.536 0.474 -0.241
C 0.500 0.234 1.372
C 1.702 -0.875 0.470
C 1.571 -2.197 0.573
O -0.162 -0.216 2.287
H 1.181 1.090 1.518
H 2.700 -0.438 0.467
H 2.402 -2.893 0.549
H 0.586 -2.645 0.654
```

The HOMO-LUMO gap is 8.4 eV. Its energy is -10370.9298 eV. The relative energy (zero: lowest compared OMol25 entry of this formula, charge and spin) is 422.16 kJ/mol. Its HOMO energy is -7.84 eV.

Mulliken atomic charge list, values in e, 4 entries: -1.085 -0.376 0.293 -0.002

Record 10
Molecular formula: C5H10N2O
Method: DFT, wB97M-V/def2-TZVPD

Geometry as XYZ:
```
18
C5H10N2O | the OMol25 dataset | wB97M-V/def2-TZVPD
C 0.715 -0.880 -0.589
C 1.958 -0.950 -0.372
C -2.450 -0.236 -0.130
C 1.044 1.888 -0.474
C -1.233 -0.319 0.836
N -0.012 -0.002 0.306
N 0.414 1.261 0.477
O 2.656 -0.187 0.481
H 0.131 -1.391 -1.330
H 2.669 -1.575 -0.866
H -2.375 0.632 -0.679
H -2.555 -1.144 -0.820
H -3.282 -0.344 0.536
H 1.237 1.499 -1.501
H 1.556 2.823 -0.102
H 2.247 -0.103 1.325
H -1.548 0.340 1.644
H -1.172 -1.312 1.262
```

The HOMO-LUMO gap is 8.7 eV. Its energy is -10371.3317 eV. The relative energy (zero: lowest compared OMol25 entry of this formula, charge and spin) is 383.39 kJ/mol. Its HOMO energy is -7.73 eV. Its structure (SMILES) is C=NN(/C=C\O)CC.

Mulliken atomic charge list, values in e, 4 entries: -0.596 -0.107 -1.129 -0.362

Record 11
Molecular formula: C5H10N2O
Method: DFT, wB97M-V/def2-TZVPD

Geometry as XYZ:
```
18
C5H10N2O | the OMol25 dataset | wB97M-V/def2-TZVPD
C -0.407 -0.117 -0.861
C -0.458 1.608 0.009
C -0.242 -0.364 0.587
N -1.584 -0.593 -1.351
C 1.090 -0.417 1.232
C 2.248 -0.762 0.678
O 0.654 -0.058 -1.709
N -1.321 -0.856 1.165
H 0.368 -0.303 -2.598
H -2.001 -0.153 -2.160
H -2.193 -0.858 -0.560
H -1.204 -0.985 2.165
H 1.042 -0.235 2.303
H -0.607 1.881 1.050
H 0.466 2.055 -0.346
H -1.336 1.985 -0.509
H 2.344 -0.970 -0.377
H 3.141 -0.860 1.281
```

The HOMO-LUMO gap is 8.6 eV. Its energy is -10371.7980 eV. The relative energy (zero: lowest compared OMol25 entry of this formula, charge and spin) is 338.39 kJ/mol. Its HOMO energy is -7.96 eV.

Mulliken atomic charge list, values in e, 4 entries: 0.563 -1.407 0.638 -0.548

Record 12
Molecular formula: C5H10N2O
Method: DFT, wB97M-V/def2-TZVPD

Geometry as XYZ:
```
18
C5H10N2O | the OMol25 dataset | wB97M-V/def2-TZVPD
C -2.056 0.080 -0.782
C 1.147 1.210 1.609
N -0.892 0.071 -1.637
N 1.642 0.187 0.706
C 0.416 -0.077 -1.256
C 0.728 -0.727 0.068
C 0.232 -1.859 0.555
O 1.330 0.120 -2.061
H -0.979 0.466 -2.564
H 2.333 0.546 0.042
H -1.826 0.506 0.198
H -2.837 0.670 -1.268
H -2.410 -0.946 -0.655
H 0.327 0.831 2.227
H 0.782 2.077 1.049
H 1.953 1.537 2.273
H -0.510 -2.431 0.010
H 0.619 -2.261 1.486
```

The HOMO-LUMO gap is 9.4 eV. Its energy is -10373.9087 eV. The relative energy (zero: lowest compared OMol25 entry of this formula, charge and spin) is 134.74 kJ/mol. Its HOMO energy is -8.60 eV. Its structure (SMILES) is C=C(NC)C(=O)NC.

Mulliken atomic charge list, values in e, 4 entries: -0.824 -0.812 -0.167 -0.359

Record 13
Molecular formula: C5H10N2O
Method: DFT, wB97M-V/def2-TZVPD

Geometry as XYZ:
```
18
C5H10N2O | the OMol25 dataset | wB97M-V/def2-TZVPD
C -0.860 -0.977 1.234
C -1.641 0.319 -0.735
N -0.513 -0.071 0.124
C 0.833 1.121 0.122
C 0.820 -0.128 -0.546
C 1.350 -0.978 -1.424
O 2.029 0.149 1.128
N 0.711 2.357 0.257
H 2.823 0.675 0.961
H -0.214 2.602 0.610
H 0.032 -1.101 1.846
H -1.203 -1.927 0.819
H -1.694 -0.541 1.789
H -2.159 -0.576 -1.089
H -1.280 0.887 -1.591
H -2.337 0.932 -0.159
H 0.985 -1.994 -1.499
H 2.318 -0.749 -1.849
```

The HOMO-LUMO gap (spin up / spin down) is 8.9 / 8.9 eV. Its energy is -10369.3118 eV. The relative energy (zero: lowest compared OMol25 entry of this formula, charge and spin) is 578.28 kJ/mol. Its HOMO energy (spin up / spin down) is -8.25 / -8.25 eV.

Mulliken atomic charge list, values in e, 4 entries: -0.866 -1.053 0.216 0.872

Record 14
Molecular formula: C5H10N2O
Method: DFT, wB97M-V/def2-TZVPD

Geometry as XYZ:
```
18
C5H10N2O | the OMol25 dataset | wB97M-V/def2-TZVPD
C -1.476 -0.744 -0.585
C -0.602 -0.301 0.553
C 0.507 0.527 -0.032
C 1.378 0.030 -1.003
N 1.003 -1.105 -1.782
C 1.552 1.145 0.638
N 2.083 0.481 1.819
H -1.891 0.193 -1.076
H -2.370 -1.219 -0.166
H -1.075 -1.482 -1.270
H -1.101 0.255 1.328
H -0.167 -1.220 1.103
H 2.187 0.592 -1.497
H 1.847 -1.703 -1.830
H 1.754 2.185 0.210
H 3.109 0.562 1.896
H -3.764 0.959 1.140
O -2.974 0.845 0.555
```

The HOMO-LUMO gap is 3.8 eV. Its energy is -10363.7173 eV. The relative energy (zero: lowest compared OMol25 entry of this formula, charge and spin) is 1118.07 kJ/mol. Its HOMO energy is -7.67 eV.

Mulliken atomic charge list, values in e, 4 entries: -1.226 -0.332 0.809 -0.544